(1)
{
  "formula": "CHNO4S",
  "method": "ωB97M-V with the def2-TZVPD basis set",
  "symbols": ["C", "N", "O", "O", "O", "O", "S", "H"],
  "xyz": [[0.2206, -0.4240, 0.6184], [-1.6450, 0.3612, -0.0471], [-2.0721, 0.8399, 0.9466], [-1.9520, 0.1701, -1.1604], [2.6653, -0.7805, -0.0710], [1.4273, 1.3732, -0.6857], [1.4782, -0.0230, -0.3522], [-0.1223, -1.5168, 0.7514]],
  "lowdin_spin": [0.586, 0.301, 0.144, 0.254, 0.215, 0.183, 0.299, 0.017],
  "gap_ev": [6.3437, 6.3461],
  "total_energy_ev": -21558.3814,
  "largest_force_ev_per_a": 3.3,
  "total_charge": 0,
  "homo_energy_ev": [-8.248, -10.114],
  "spin_multiplicity": 3
}

=====

(2)
{
  "formula": "CHNO5S2",
  "method": "ωB97M-V with the def2-TZVPD basis set",
  "symbols": ["C", "N", "O", "O", "O", "O", "O", "S", "S", "H"],
  "xyz": [[-2.3923, 0.0830, -0.3511], [1.1301, 0.1285, 0.6615], [3.0002, 1.9363, 0.7105], [-1.4548, -0.1768, -1.1164], [-3.3537, 0.7797, -0.5599], [3.4481, -0.1533, -0.4141], [-0.4726, -1.8866, 0.8201], [2.4630, 0.9441, -0.2656], [0.2949, -0.9724, -0.0637], [-2.6627, -0.6823, 0.5787]],
  "lowdin_charge": [-0.705, -0.526, -0.611, -0.215, -0.091, -0.613, -0.581, 0.468, 0.744, 0.132],
  "gap_ev": 6.9631,
  "total_energy_ev": -34450.0298,
  "largest_force_ev_per_a": 4.5,
  "total_charge": -2,
  "homo_energy_ev": -0.668,
  "spin_multiplicity": 1
}

=====

Values for energy above the lowest of the compared OMol25 structures with the same formula, charge and spin, kJ/mol, ordered as above
122.5, 125.4